# 1
DFT (ωB97M-V/def2-TZVPD) results for 8 unconnected molecules or ions with the total composition C30H48O9S3 in a non-equilibrium geometry.

Its total charge is +1. Its LUMO energy (spin up / spin down) is -3.220 / -8.074 eV. The value obtained for the highest occupied orbital energy (spin up / spin down) is -11.63 / -11.63 eV. The calculation puts the frontier orbital gap (spin up / spin down) at 0.3093 / 0.1308 Eh. For the total energy, the calculation gives -3043.1764 Ha. The spin multiplicity is 2.

```
90
C30H48O9S3 | the Open Molecules 2025 dataset | ωB97M-V/def2-TZVPD
C -5.78286 -0.37043 1.50245
S -4.03618 0.17642 1.38499
O -3.49387 -0.39586 2.71992
C -3.40990 -0.74947 -0.12137
H -6.07477 0.11426 2.43410
H -5.88395 -1.45301 1.42561
H -6.43845 0.10276 0.77144
H -2.35686 -0.58867 -0.35231
H -4.04507 -0.58093 -0.99099
H -3.51032 -1.80289 0.14003
C 4.40980 3.13752 3.08329
S 3.43568 1.86615 2.22432
O 2.33311 2.72273 1.70595
C 4.63784 1.56893 0.87930
H 4.02196 3.55168 4.01396
H 4.51091 4.00067 2.42538
H 5.36633 2.64043 3.24470
H 5.55834 1.25498 1.37145
H 4.87564 2.50774 0.37912
H 4.27466 0.73479 0.27897
C -0.27307 -0.66481 2.19265
S 1.36087 -0.89573 1.38698
O 1.42574 -2.27810 0.80627
C 1.07547 0.16478 -0.10339
H -0.54427 0.38841 2.26529
H -0.41091 -0.99788 3.22132
H -0.95817 -1.29430 1.62477
H 1.85348 0.08909 -0.86303
H 1.01130 1.22945 0.12121
H 0.13592 -0.05417 -0.61076
C 3.12463 -2.36472 -2.20755
C 4.05913 -1.38109 -1.87510
C 4.56874 -0.43154 -2.79433
C 4.04943 -0.48224 -4.09649
C 3.07342 -1.41802 -4.42038
C 2.69964 -2.40782 -3.52420
H 2.88283 -3.07696 -1.43254
H 4.48039 -1.32514 -0.88222
H 5.34310 0.29316 -2.59040
H 4.52756 0.19820 -4.78555
H 2.73688 -1.47487 -5.44503
H 1.94711 -3.12861 -3.80803
C -1.42533 -3.80789 -2.69893
C -1.26946 -2.47167 -2.78169
C -2.36019 -1.70781 -3.19483
C -3.54395 -2.32773 -3.55827
C -3.70063 -3.68874 -3.55180
C -2.59098 -4.43693 -3.21828
H -0.65553 -4.45533 -2.30570
H -0.32853 -2.01677 -2.50945
H -2.33197 -0.62820 -3.18782
H -4.27758 -1.57502 -3.80651
H -4.63278 -4.17550 -3.79790
H -2.61246 -5.51553 -3.26901
O 1.49872 -3.68044 4.22823
C 0.69512 -4.04738 3.41298
O -0.57517 -3.65202 3.39040
C -1.32772 -4.06853 2.28383
C -0.50653 -4.97224 1.47923
C 0.85712 -4.92638 2.21092
H -1.61712 -3.24515 1.63084
H -2.32853 -4.45487 2.47674
H -0.33699 -4.63370 0.45710
H -0.96434 -5.95859 1.40423
H 1.74020 -4.62273 1.64872
H 1.00546 -5.96743 2.49782
O -4.34176 5.39746 1.48114
C -3.53225 4.62928 1.93971
O -3.53092 4.13685 3.21866
C -2.47238 3.25017 3.45766
C -1.49749 3.45444 2.27387
C -2.41653 3.95713 1.13244
H -2.92187 2.26648 3.32195
H -2.09339 3.32621 4.47682
H -1.04222 2.47812 2.10765
H -0.70234 4.13589 2.57628
H -2.91821 3.19053 0.54190
H -1.97623 4.76087 0.54233
O -0.04272 6.14175 -0.30926
C 0.45760 5.10266 -0.78977
O -0.30929 4.19837 -1.51544
C 0.45417 3.18062 -2.13512
C 1.92803 3.62840 -1.79873
C 1.91660 4.62491 -0.68580
H 0.22796 3.13708 -3.20050
H 0.23288 2.23850 -1.63360
H 2.26058 4.03213 -2.75503
H 2.62687 2.81569 -1.60069
H 2.60639 5.42670 -0.94930
H 2.11474 4.40182 0.36257
```

***

# 2
DFT (ωB97M-V/def2-TZVPD) results for 2 unconnected molecules or ions with the total composition C5H12P2S in a non-equilibrium geometry.

Its total charge is 0. Its LUMO energy (spin up / spin down) is -0.020 / -1.329 eV. For the energy above the lowest of the compared OMol25 structures with the same formula, charge and spin, the calculation gives 255.1 kJ/mol. The value obtained for the highest occupied orbital energy (spin up / spin down) is -7.95 / -8.22 eV. The calculation puts the frontier orbital gap (spin up / spin down) at 0.2913 / 0.2532 Eh. For the total energy, the calculation gives -1278.4902 Ha.

```
20
C5H12P2S | the Open Molecules 2025 dataset | ωB97M-V/def2-TZVPD
C 1.56980 0.44065 -1.13339
C 1.37764 -1.00834 -0.69423
C 0.23438 1.17451 -1.19327
C -0.42120 -2.62477 0.84174
C -1.57502 2.62542 1.74868
P 0.49686 -1.06265 0.91090
P -0.97755 0.33664 0.00321
S -2.34511 -0.76055 -0.92678
H 2.16660 1.03396 -0.31311
H 2.26294 0.46249 -1.92708
H 0.85840 -1.63488 -1.49568
H 2.40568 -1.38709 -0.60348
H 0.29586 2.17132 -0.87201
H -0.23362 1.37869 -2.12459
H -0.87655 -2.79034 -0.17401
H -0.97910 -2.62789 1.81777
H 0.32613 -3.40630 0.93509
H -2.38982 2.43021 2.41700
H -0.61839 2.10239 1.99645
H -1.57794 3.14653 0.78681
```

***

# 3
DFT (ωB97M-V/def2-TZVPD) results for a molecular structure, C47H46BrCoN5OSi in a non-equilibrium geometry.

Its total charge is 0. Its LUMO energy (spin up / spin down) is 0.414 / 0.397 eV. For the energy above the lowest of the compared OMol25 structures with the same formula, charge and spin, the calculation gives 0.0 kJ/mol. The value obtained for the highest occupied orbital energy (spin up / spin down) is -7.46 / -7.41 eV. The calculation puts the frontier orbital gap (spin up / spin down) at 0.2894 / 0.2867 Eh. For the total energy, the calculation gives -6413.9380 Ha. The spin multiplicity is 4.

```
102
C47H46BrCoN5OSi | the Open Molecules 2025 dataset | ωB97M-V/def2-TZVPD
Co 0.62007 -0.51625 0.90543
C 3.36953 0.89665 0.95879
N 2.08204 1.02798 1.70721
C 1.40881 2.33066 1.46646
C -0.04733 2.20181 1.79398
C -0.84490 3.34178 1.87189
C -2.21898 3.21412 2.07670
C -2.75228 1.92398 2.20423
C -1.89686 0.83126 2.14752
N -0.56511 0.96214 1.93379
C 2.30853 0.84737 3.18143
C 2.17243 -0.58978 3.51238
C 2.51476 -1.03469 4.80131
C 2.40783 -2.39002 5.09935
C 1.99677 -3.27133 4.07802
C 1.64398 -2.75093 2.84825
N 1.70778 -1.43187 2.57581
C 3.22516 -0.00113 -0.21656
C 4.03042 0.17400 -1.35566
C 3.96683 -0.73804 -2.40863
C 3.09689 -1.84343 -2.26975
C 2.34446 -1.97441 -1.11448
N 2.38178 -1.05474 -0.12428
H 4.13136 0.50401 1.64951
H 3.71485 1.88821 0.62602
H 1.53814 2.61500 0.41718
H 1.88022 3.12541 2.08325
H -0.36556 4.32034 1.78978
H -2.84473 4.09857 2.10348
H -3.81182 1.73627 2.34429
H -2.26994 -0.19050 2.22189
H 1.55655 1.42860 3.72939
H 3.29485 1.22827 3.48625
H 2.83000 -0.30682 5.55386
H 2.65229 -2.76154 6.09868
H 1.91510 -4.34366 4.23970
H 1.28144 -3.39203 2.05355
H 4.69399 1.03882 -1.37770
H 4.59162 -0.60605 -3.28770
H 2.96415 -2.57561 -3.06953
H 1.67150 -2.82327 -0.96027
Br -3.88688 -4.86139 3.42559
C -2.78937 -3.45936 3.98805
C -3.00074 -2.80429 5.21744
C -2.16039 -1.72980 5.57357
C -1.14853 -1.36471 4.69024
N -0.95669 -1.99461 3.52498
C -1.73657 -3.02005 3.16584
H -3.82339 -3.16896 5.83239
H -2.25024 -1.18449 6.50810
H -0.48378 -0.53529 4.94934
H -1.54423 -3.52099 2.22343
C -1.96283 -3.55180 -2.44001
C -2.19479 -3.66011 -0.92196
C -1.84523 -5.09339 -0.47071
C -3.66075 -3.34543 -0.57183
C -1.31897 -2.71197 -0.23966
C -0.56971 -1.91200 0.32378
H -2.64896 -4.18076 -3.01242
H -0.94191 -3.82832 -2.70885
H -2.10300 -2.53043 -2.80888
H -2.43962 -5.83406 -1.01911
H -2.03411 -5.26555 0.59146
H -0.79543 -5.33613 -0.66770
H -4.34300 -4.05025 -1.05950
H -3.95615 -2.34520 -0.90226
H -3.83727 -3.38041 0.50697
O 0.37912 0.73267 -0.64726
Si 0.08322 1.64915 -1.94480
C 0.39544 0.68708 -3.53301
C 0.21549 -0.70707 -3.53597
C 0.40919 -1.45781 -4.70378
C 0.79889 -0.81464 -5.88674
C 0.98881 0.57044 -5.89112
C 0.77989 1.32170 -4.73001
C -1.69313 2.25081 -1.99619
C -2.65250 1.58604 -1.21640
C -3.98479 2.01068 -1.19374
C -4.39252 3.07868 -1.99201
C -3.44596 3.72982 -2.79751
C -2.10363 3.32435 -2.80675
C 1.20941 3.15996 -1.93532
C 2.53537 3.08328 -2.42102
C 3.39133 4.19360 -2.35329
C 2.95127 5.40741 -1.82116
C 1.64327 5.50612 -1.33717
C 0.79144 4.39060 -1.38457
H -0.06537 -1.22989 -2.61666
H 0.25963 -2.53597 -4.65413
H 0.96044 -1.39997 -6.78297
H 1.29772 1.08259 -6.80170
H 0.93618 2.39703 -4.78563
H -2.37129 0.71579 -0.62762
H -4.68791 1.49540 -0.54834
H -5.43071 3.40565 -1.97770
H -3.74255 4.56374 -3.43888
H -1.39410 3.86904 -3.43172
H 2.92484 2.18236 -2.89621
H 4.39760 4.09484 -2.75157
H 3.62660 6.26016 -1.77025
H 1.24525 6.42407 -0.90273
H -0.20006 4.50281 -0.95921
```

***

# 4
DFT (ωB97M-V/def2-TZVPD) results for 2 unconnected molecules or ions with the total composition C4H14NO2 in a non-equilibrium geometry.

Its total charge is +1. Its LUMO energy is -3.123 eV. For the energy above the lowest of the compared OMol25 structures with the same formula, charge and spin, the calculation gives 131.2 kJ/mol. The value obtained for the highest occupied orbital energy is -14.52 eV. The calculation puts the frontier orbital gap at 0.4187 Eh. For the total energy, the calculation gives -365.7808 Ha.

```
21
C4H14NO2 | the Open Molecules 2025 dataset | ωB97M-V/def2-TZVPD
C 1.49346 -1.08497 -0.01093
C 0.25612 -0.25283 0.17050
C -0.21282 0.53446 -1.11797
C 0.83149 1.40515 -1.75055
O -1.21913 1.42616 -0.53808
N 0.38993 0.78919 1.21714
H 1.51564 -1.50712 -1.01448
H 2.37122 -0.47508 0.22825
H 1.52210 -1.94150 0.66323
H -0.70584 -0.76802 0.25339
H -0.81608 -0.16609 -1.69262
H 1.43355 0.79705 -2.44314
H 0.41632 2.09227 -2.49376
H 1.35223 1.96933 -0.98276
H -1.33546 2.20697 -1.05520
H -0.26925 1.55035 1.00503
H 0.33697 0.40301 2.15241
H 1.35212 1.11711 1.17227
H -2.89158 -3.44988 1.95123
H -3.32150 -2.07242 2.19474
O -2.49949 -2.57313 2.09128
```

***

# 5
DFT (ωB97M-V/def2-TZVPD) results for C2H2O3 in the gas phase in a non-equilibrium geometry.

Its total charge is 0. Its LUMO energy is 0.284 eV. For the energy above the lowest of the compared OMol25 structures with the same formula, charge and spin, the calculation gives 637.7 kJ/mol. The value obtained for the highest occupied orbital energy is -8.88 eV. The calculation puts the frontier orbital gap at 0.3366 Eh. For the total energy, the calculation gives -302.8874 Ha.

```
7
C2H2O3 | the Open Molecules 2025 dataset | ωB97M-V/def2-TZVPD
C 0.96243 -0.45973 -0.22144
C -0.06697 0.33425 -0.45264
O 1.66279 -1.35050 -0.80056
O -2.14627 0.77739 0.61106
O -0.93733 1.17560 -0.19686
H 2.50429 -1.70374 -0.43899
H -1.97894 1.22675 1.49943
```